DFT (the ωB97M-V functional and the def2-TZVPD basis) results for a molecular structure, C22H55IInN2O9.

Results
- orbital gap (eV) = 6.76
- ΔE to the lowest compared entry with this formula, charge and spin (kcal/mol) = 0.00
- charge = -1
- LUMO energy (Eh) = 0.072

XYZ file:
```
90
Properties=species:S:1:pos:R:3:forces:R:3:mulliken_charge:R:1
C -0.6295 2.0255 -0.0121 0.126 -0.250 -0.042 -0.42
C 0.7615 1.5968 -0.4253 -0.044 -0.008 0.080 0.87
N 0.8971 0.3848 -0.8191 -0.019 0.063 -0.020 -0.83
C 1.8246 2.6254 -0.3607 0.079 -0.139 -0.056 -1.33
In 1.5139 4.2701 -1.8504 -0.009 -0.032 0.173 1.09
N 0.0281 5.5877 -1.1251 0.110 0.008 0.009 -0.67
O 0.8954 3.4575 -3.6561 0.179 0.121 -0.022 -0.84
C 3.3224 5.4705 -2.3177 -0.019 0.029 -0.152 -1.37
C 3.1099 6.2545 -3.6161 -0.082 0.170 0.221 -0.27
C 3.3603 7.7539 -3.4972 0.025 0.001 0.091 -1.03
I 4.3913 5.4694 -5.2011 -0.015 -0.072 -0.188 -0.12
H -1.2800 1.1494 -0.0382 -0.037 0.149 0.043 -0.17
H -0.6197 2.4477 0.9974 -0.035 0.052 -0.089 0.30
H -1.0053 2.7822 -0.7063 -0.001 0.003 0.093 0.18
H 1.8711 0.2233 -1.0785 0.006 0.000 -0.010 0.20
H 2.8002 2.1699 -0.5665 -0.057 0.065 0.079 0.40
H 1.8538 3.0851 0.6342 -0.060 0.063 -0.125 0.32
H -0.5430 5.1666 -0.4012 -0.067 0.015 -0.038 0.14
H -0.6115 5.9215 -1.8371 -0.041 -0.050 -0.003 0.15
H 1.6786 3.2903 -4.1937 -0.164 -0.024 -0.006 0.21
H 4.1975 4.8227 -2.3792 -0.033 0.041 0.077 0.47
H 3.4928 6.1830 -1.5016 0.055 -0.081 -0.070 0.37
H 2.1309 6.0839 -4.0657 0.096 -0.066 0.029 0.61
H 2.9030 8.1006 -2.5627 -0.039 -0.027 -0.129 0.39
H 4.4296 7.9827 -3.4572 -0.092 -0.034 0.043 0.06
H 2.9154 8.3083 -4.3271 0.091 -0.035 0.004 0.36
C -6.1136 -2.6537 0.6259 0.014 0.002 0.003 -0.53
O -5.5669 -2.3492 -0.6409 0.042 -0.013 0.008 -0.36
C -5.5629 -0.9611 -0.9402 -0.054 -0.007 -0.010 -0.73
C -4.2350 -0.2982 -0.6397 0.084 0.060 -0.004 -0.41
O -3.9241 -0.3304 0.7407 -0.125 -0.081 0.044 -0.41
C -3.0150 -1.3599 1.0899 0.132 0.019 0.022 -0.75
H -5.8550 -3.6879 0.8524 -0.018 -0.011 -0.017 0.08
H -5.7080 -2.0082 1.4077 0.001 -0.004 0.009 0.31
H -7.2062 -2.5579 0.6147 0.000 0.023 0.008 0.32
H -6.3612 -0.4554 -0.3849 -0.004 0.002 0.001 0.32
H -5.7760 -0.8579 -2.0079 0.008 0.005 -0.002 0.40
H -4.2917 0.7514 -0.9423 0.003 -0.002 -0.021 0.47
H -3.4375 -0.7688 -1.2235 0.001 -0.002 -0.002 0.36
H -1.9987 -1.1037 0.7730 0.000 -0.031 -0.028 0.38
H -3.2996 -2.3143 0.6384 0.000 -0.009 0.002 0.28
H -3.0328 -1.4634 2.1741 0.000 0.028 0.002 0.27
C -2.8428 -5.2269 2.8787 -0.081 0.031 -0.035 -0.88
O -2.4346 -4.2647 3.8348 0.077 0.020 -0.039 -0.32
C -1.9672 -4.8261 5.0450 -0.070 0.012 0.009 -0.46
C -0.4550 -4.8819 5.1046 0.075 0.000 0.021 -0.51
O 0.0936 -5.7355 4.1175 -0.063 -0.027 -0.030 -0.39
C 0.5576 -5.0489 2.9667 0.007 -0.002 -0.001 -0.67
H -2.9072 -4.7184 1.9171 -0.025 0.015 0.009 0.29
H -2.1268 -6.0483 2.7977 0.013 0.005 0.003 0.37
H -3.8245 -5.6399 3.1311 0.025 -0.042 0.009 0.37
H -2.3821 -5.8307 5.1859 0.006 -0.005 0.000 0.28
H -2.3260 -4.1945 5.8637 0.002 -0.010 0.011 0.37
H -0.1564 -5.2732 6.0822 -0.002 0.009 0.006 0.39
H -0.0449 -3.8711 5.0057 -0.005 0.005 -0.004 0.32
H 1.5020 -4.5350 3.1738 -0.012 0.025 0.005 0.33
H -0.1721 -4.3200 2.6092 0.001 0.000 -0.009 0.26
H 0.7259 -5.7942 2.1912 0.021 -0.009 0.012 0.25
C 7.7363 7.1296 -3.8467 -0.042 -0.033 0.027 -0.74
O 7.1734 8.3416 -3.3717 0.132 0.083 -0.049 -0.37
C 7.2785 8.5101 -1.9726 -0.119 -0.054 0.010 -0.38
C 8.4033 9.4478 -1.5885 0.031 0.052 0.014 -0.63
O 9.6824 8.9468 -1.9395 -0.006 -0.052 -0.012 -0.37
C 10.1680 9.4450 -3.1698 -0.003 -0.012 -0.004 -0.67
H 7.7826 7.1998 -4.9319 -0.034 -0.003 -0.003 0.24
H 8.7426 6.9697 -3.4488 0.009 0.030 0.000 0.37
H 7.1000 6.2802 -3.5850 0.021 -0.016 0.014 0.25
H 7.4113 7.5423 -1.4776 0.010 0.001 0.000 0.35
H 6.3348 8.9380 -1.6191 -0.001 -0.015 0.026 0.36
H 8.3936 9.5841 -0.5032 -0.010 -0.003 0.001 0.38
H 8.2401 10.4269 -2.0536 0.002 0.004 -0.002 0.33
H 10.5032 10.4839 -3.0660 -0.024 0.011 -0.009 0.31
H 9.4099 9.3919 -3.9540 0.005 0.001 -0.008 0.29
H 11.0192 8.8290 -3.4562 0.017 0.012 0.020 0.24
C -6.7384 -10.4552 2.2710 -0.005 -0.005 0.002 -0.67
O -6.1705 -10.1541 1.0116 0.073 -0.008 0.021 -0.37
C -6.1626 -8.7702 0.7058 -0.071 -0.022 -0.026 -0.65
C -4.8239 -8.1240 0.9881 0.082 0.083 -0.002 -0.37
O -4.4916 -8.1551 2.3649 -0.095 -0.066 0.034 -0.29
C -3.5862 -9.1852 2.7137 0.027 0.033 -0.001 -0.89
H -6.4854 -11.4888 2.5020 -0.018 -0.010 -0.018 0.24
H -6.3449 -9.8068 3.0572 0.002 -0.006 0.006 0.28
H -7.8295 -10.3574 2.2417 0.000 0.025 0.010 0.32
H -6.9487 -8.2522 1.2660 0.001 0.004 0.004 0.34
H -6.3841 -8.6666 -0.3601 -0.002 0.010 0.000 0.38
H -4.8719 -7.0741 0.6831 0.008 0.000 -0.015 0.34
H -4.0420 -8.6105 0.3954 -0.004 -0.010 -0.002 0.35
H -2.5677 -8.9331 2.3990 0.000 -0.016 -0.022 0.32
H -3.8723 -10.1409 2.2683 -0.003 -0.008 0.009 0.42
H -3.6030 -9.2777 3.7986 0.016 0.021 0.004 0.26
```
Forces are in eV/Å.